Entry from the Open Molecules 2025 dataset: C12H25ClDyI2NP2 as an isolated structure (wB97M-V/def2-TZVPD).

The geometry in XYZ format:
```
44
Properties=species:S:1:pos:R:3:forces:R:3:lowdin_charge:R:1
I 0.002312 -1.938532 -2.902293 -0.02 2.02 -1.18 0.351
I 0.000073 1.106743 -3.658899 0.00 -2.36 0.80 0.349
Dy 0.000871 -0.510825 -0.197657 0.01 -0.61 1.80 0.615
P -2.997165 -0.113879 0.038978 -0.83 0.69 -1.07 0.693
C -3.893373 0.073718 -1.584787 0.57 -0.57 -0.08 -0.276
C -4.041798 -1.174195 1.077063 -0.30 0.03 0.69 -0.267
H -4.996810 -0.689057 1.322073 0.25 0.17 -0.31 0.067
H -4.502756 1.681880 0.761062 0.39 -0.19 0.03 0.072
H -3.568321 -1.357582 2.050827 0.08 -0.14 -0.33 0.046
H -2.829846 1.913346 1.409441 -0.36 -0.02 -0.11 0.051
H -3.720716 -0.818608 -2.228569 -0.44 0.67 0.30 0.044
H -4.308369 -2.105760 0.588003 0.27 -0.24 -0.05 0.051
C -3.426921 1.577392 0.550379 0.53 0.77 0.42 -0.282
H -4.971956 0.267918 -1.398540 0.70 -0.20 -0.26 0.073
H -3.203144 2.240828 -0.303984 0.00 -0.19 0.45 0.049
H -3.416566 0.966600 -2.052194 -0.50 -0.69 0.10 0.033
P 2.997486 -0.129672 0.060704 0.84 0.71 -1.03 0.696
C 3.911093 0.056531 -1.551303 -0.57 -0.55 -0.11 -0.276
C 3.437527 1.556524 0.585534 -0.55 0.76 0.41 -0.281
H 3.523904 -1.398167 2.066461 -0.15 -0.15 -0.23 0.044
H 4.961989 -0.718181 1.387201 -0.14 0.25 -0.30 0.066
H 4.301963 -2.121902 0.623060 -0.24 -0.37 -0.16 0.050
C 4.018014 -1.199850 1.110222 0.24 0.07 0.68 -0.266
H 2.835473 1.894672 1.440688 0.36 -0.03 -0.13 0.051
H 4.512075 1.649093 0.809906 -0.40 -0.19 0.01 0.073
H 4.988632 0.249828 -1.355644 -0.72 -0.21 -0.26 0.074
H 3.439886 0.950920 -2.022901 0.51 -0.70 0.11 0.035
H 3.228918 2.225464 -0.268599 0.00 -0.19 0.45 0.049
H 3.742635 -0.835411 -2.196551 0.43 0.67 0.30 0.044
Cl -0.009605 -0.629361 2.213356 0.00 0.85 -0.11 0.024
N -0.022043 -3.117385 0.495776 0.12 1.54 -1.40 -0.048
C -0.019052 -3.605768 1.837784 0.29 -0.26 1.30 -0.398
C 1.181107 -3.797614 2.522874 0.34 -0.04 -0.03 -0.060
C 1.187804 -4.162767 3.878042 0.18 0.59 -0.11 -0.056
C 0.008365 -4.236552 4.612997 0.15 -0.34 -0.79 -0.055
C -1.183658 -4.122780 3.906439 0.30 0.58 0.02 -0.056
C -1.199084 -3.762427 2.559017 -0.22 -0.03 -0.22 -0.064
H 0.788624 -3.337456 -0.077488 0.02 -0.66 0.47 0.068
H -0.848686 -3.308263 -0.056211 -0.21 -0.68 0.32 0.065
H 2.139727 -3.572055 2.033695 -0.41 -0.38 0.10 0.105
H 2.137811 -4.302497 4.389718 -0.12 0.10 -0.20 0.116
H 0.028012 -4.375651 5.690001 -0.06 -0.21 -0.25 0.120
H -2.104946 -4.223460 4.445486 -0.41 0.03 0.02 0.110
H -2.151887 -3.517502 2.095236 0.04 -0.28 -0.06 0.101
```
Positions in Å, forces in eV/Å.

The net charge is +2. As for the spin multiplicity: 6. For the total energy, the calculation gives -85711.553 eV. For the HOMO-LUMO gap (alpha / beta), the calculation gives 0.1225 / 0.1221 Ha. Its max |F| is 2.5 eV/Å. The energy relative to the best compared isomer or geometry (same formula, charge and spin) comes out at 0.000 eV. The expectation value of S² is 9.337.



Entry from the Open Molecules 2025 dataset: C7H13NO as an isolated structure (wB97M-V/def2-TZVPD).

The geometry in XYZ format:
```
22
Properties=species:S:1:pos:R:3:forces:R:3:lowdin_charge:R:1
C -1.629937 -0.696519 -0.232959 0.66 0.25 -0.22 -0.360
C -0.202081 -0.198011 -1.513601 -0.30 0.17 0.40 -0.114
C -1.487817 -1.355093 1.074771 0.41 0.25 0.07 -0.026
C -2.440216 0.549352 -0.334746 -0.43 -0.09 -0.36 -0.052
C 2.582385 0.126598 1.151986 0.08 0.03 -0.12 -0.127
C 0.884646 0.275546 -0.700964 0.52 -0.71 0.37 -0.362
N 1.273042 1.604264 -0.966412 -0.16 0.03 0.06 0.095
C 1.512790 -0.446061 0.269273 -0.20 0.28 -0.22 -0.148
O -0.976929 -1.317216 -1.265999 -0.18 -0.13 -0.06 -0.016
H -0.360065 0.225143 -2.499799 -0.07 0.17 0.06 0.123
H 2.263909 1.781994 -0.892534 -0.07 -0.08 0.00 0.082
H 0.885992 2.001394 -1.808830 0.00 -0.05 0.03 0.078
H 1.279410 -1.495930 0.356039 -0.07 -0.05 -0.01 0.094
H -0.596056 -0.900973 1.559618 -0.05 -0.14 0.03 0.090
H -2.349909 -1.188774 1.719596 -0.01 0.08 -0.03 0.086
H -1.289631 -2.422863 0.971708 0.01 0.05 -0.07 0.095
H -2.567189 0.853246 -1.375143 0.00 0.02 0.06 0.088
H -1.971048 1.383383 0.205688 -0.07 -0.16 -0.08 0.093
H -3.424825 0.378853 0.113765 -0.06 0.08 0.02 0.079
H 2.316157 1.125415 1.508986 -0.01 -0.01 0.00 0.068
H 2.749905 -0.505294 2.024664 0.01 0.02 -0.03 0.064
H 3.547467 0.221546 0.634894 -0.01 -0.02 0.06 0.068
```
Positions in Å, forces in eV/Å.

As for the spin multiplicity: 1. For the total energy, the calculation gives -11003.797 eV. For the HOMO-LUMO gap (alpha / beta), the calculation gives 0.2665 / 0.2826 Ha. Its max |F| is 1.0 eV/Å. The energy relative to the best compared isomer or geometry (same formula, charge and spin) comes out at 3.956 eV.



Entry from the Open Molecules 2025 dataset: a single C3H5FO molecule (wB97M-V/def2-TZVPD).

The geometry in XYZ format:
```
10
Properties=species:S:1:pos:R:3:forces:R:3:lowdin_charge:R:1
O -1.168082 -1.274564 0.044412 -0.04 -0.34 0.24 0.082
C -0.600068 -0.039099 0.030198 0.45 0.51 -0.26 -0.591
F -1.558525 0.947975 -0.078383 0.12 0.00 0.07 0.047
C 0.587328 0.262109 0.870976 -0.44 -0.23 0.28 -0.038
C 0.705587 0.254062 -0.637546 -0.25 -0.08 -0.37 -0.043
H -1.632909 -1.440143 -0.786396 0.17 0.15 0.01 0.118
H 1.017637 -0.556972 1.423721 0.06 -0.12 0.01 0.108
H 0.611401 1.213475 1.377772 -0.06 0.11 -0.02 0.109
H 0.811900 1.201453 -1.141629 -0.03 0.12 0.01 0.104
H 1.225734 -0.568297 -1.103121 0.03 -0.12 0.02 0.105
```
Positions in Å, forces in eV/Å.

As for the structure (SMILES): OC1(F)CC1. As for the spin multiplicity: 1. For the total energy, the calculation gives -7956.017 eV. For the HOMO-LUMO gap, the calculation gives 0.4075 Ha. Its max |F| is 0.7 eV/Å. The energy relative to the best compared isomer or geometry (same formula, charge and spin) comes out at 0.491 eV.



Entry from the Open Molecules 2025 dataset: a single C2H2S4 molecule (wB97M-V/def2-TZVPD).

The geometry in XYZ format:
```
8
Properties=species:S:1:pos:R:3:forces:R:3:lowdin_charge:R:1
S 1.024229 1.326710 -1.271593 -0.34 -0.08 0.55 0.659
C 0.331599 0.743183 0.098876 -0.03 -0.62 -1.91 -1.306
S 0.396371 1.562501 1.650504 -0.30 2.21 -1.61 0.676
C -0.342142 -0.622791 -0.056667 -0.42 -1.87 1.68 -1.162
S -0.639864 -1.576278 1.310094 0.47 1.72 -1.62 0.612
S -0.720774 -1.393285 -1.698884 0.39 1.31 1.69 0.665
H 0.517294 2.929991 0.967015 -0.02 -2.86 1.47 -0.002
H -1.413429 -2.366669 -1.062203 0.24 0.20 -0.25 -0.142
```
Positions in Å, forces in eV/Å.

As for the structure (SMILES): S=C(S)C(=S)S. As for the spin multiplicity: 1. For the total energy, the calculation gives -45445.403 eV. For the HOMO-LUMO gap, the calculation gives 0.2540 Ha. Its max |F| is 3.2 eV/Å. The energy relative to the best compared isomer or geometry (same formula, charge and spin) comes out at 0.929 eV.